Entry from the Open Molecules 2025 dataset: a 10-piece molecular cluster, C45H81F18N3O13 overall at a distorted geometry (ωB97M-V with the def2-TZVPD basis set).

```
160
Properties=species:S:1:pos:R:3
C 3.5385 -7.9895 -1.6462
C 4.9234 -7.5787 -2.1749
O 4.8813 -6.2171 -2.6054
C 4.9003 -5.2699 -1.6931
O 5.1326 -5.3765 -0.5322
C 4.4807 -3.9247 -2.3137
F 3.1387 -3.8832 -2.3575
F 4.9638 -2.9353 -1.5619
F 4.9257 -3.7344 -3.5601
H 3.5024 -9.0596 -1.4569
H 2.8608 -7.7791 -2.4748
H 3.2829 -7.3825 -0.7806
H 5.0992 -8.2352 -3.0252
H 5.7319 -7.7621 -1.4696
C 1.2739 8.1338 0.8772
C 0.9508 7.2046 2.0188
O 1.8996 6.1238 2.0513
C 1.5682 4.9607 1.5572
O 0.4769 4.6316 1.1853
C 2.6974 3.9275 1.5329
F 2.3528 2.8735 2.2552
F 2.9249 3.5863 0.2626
F 3.8556 4.4045 2.0008
H 0.6313 9.0184 0.8655
H 1.0180 7.6659 -0.0762
H 2.2920 8.5114 0.8058
H -0.0297 6.7340 1.8941
H 0.7916 7.6132 3.0165
C 3.4399 0.3365 4.2913
C 3.2802 -0.8768 5.1891
O 4.1398 -1.8537 4.5833
C 3.6434 -3.0345 4.2433
O 2.5848 -3.4502 4.5887
C 4.6368 -3.8511 3.3860
F 5.5353 -3.0711 2.8209
F 5.2227 -4.7389 4.1922
F 3.9945 -4.5388 2.4632
H 4.4622 0.4950 3.9499
H 3.0912 1.2502 4.7738
H 2.8993 0.1556 3.3589
H 2.2504 -1.2143 5.3143
H 3.6303 -0.7895 6.2221
C -2.2098 3.2398 -0.0050
C -1.9909 3.3828 -1.5064
O -1.3477 2.2355 -2.0414
C -1.9901 1.0831 -2.1169
O -3.1480 0.9572 -1.8441
C -1.1148 -0.0479 -2.6947
F 0.1656 0.0590 -2.3343
F -1.5756 -1.2386 -2.3160
F -1.1956 0.0399 -4.0330
H -2.0918 4.1915 0.5167
H -1.3336 2.7039 0.3678
H -3.1877 2.8117 0.1944
H -1.3313 4.2105 -1.7667
H -2.9156 3.6047 -2.0474
C -3.3633 3.1813 3.1777
C -4.0540 2.0680 2.4059
O -5.1462 2.6180 1.6585
C -6.2712 2.9754 2.2650
O -6.5173 2.8426 3.4205
C -7.2327 3.6195 1.2433
F -7.9325 4.5975 1.8199
F -6.6012 4.1084 0.1845
F -8.1107 2.6795 0.8558
H -3.9325 3.4311 4.0740
H -3.1637 4.1006 2.6265
H -2.3674 2.8713 3.4950
H -4.3851 1.2852 3.0864
H -3.3337 1.7019 1.6776
C 2.9939 0.1473 -1.4241
C 3.0165 -0.2010 0.0566
O 1.7156 -0.5459 0.5663
C 0.7762 0.3719 0.5931
O 0.8889 1.4750 0.1474
C -0.5373 -0.0654 1.2766
F -0.8324 0.8420 2.2089
F -1.5238 -0.0521 0.3841
F -0.4400 -1.2513 1.8395
H 2.2996 -0.4858 -1.9793
H 3.9872 0.0002 -1.8478
H 2.6714 1.1647 -1.6427
H 3.4870 0.4926 0.7521
H 3.6244 -1.1054 0.0962
C 1.2525 2.1380 -6.4495
C 1.0064 0.7130 -6.9598
N 2.1757 -0.1418 -7.1423
C 2.7949 -0.4003 -5.8188
C 1.9911 -1.4764 -5.0714
C 3.2070 0.4184 -8.0155
C 2.6086 0.7418 -9.4025
H 1.9885 2.2247 -5.6499
H 0.3118 2.5687 -6.1030
H 1.6737 2.8368 -7.1806
H 0.2854 0.2472 -6.2859
H 0.4643 0.7413 -7.9092
H 3.8545 -0.6425 -5.9229
H 2.8788 0.4427 -5.1256
H 1.2978 -1.0422 -4.3486
H 1.4961 -2.1439 -5.7744
H 2.6200 -2.1018 -4.4312
H 4.0540 -0.2510 -8.1503
H 3.6147 1.4072 -7.7551
H 3.3781 0.9616 -10.1428
H 1.9285 1.5854 -9.3128
H 2.1312 -0.1812 -9.7425
C -5.9644 -0.5932 -0.2619
C -4.6150 -1.1438 0.2232
N -4.5264 -2.5842 0.4184
C -4.9845 -3.3530 -0.7132
C -4.1228 -3.2703 -2.0001
C -3.2317 -2.9022 1.0251
C -3.1380 -2.5189 2.4744
H -6.7923 -0.8836 0.3879
H -6.1637 -0.8423 -1.3034
H -5.8670 0.4924 -0.2033
H -3.9155 -0.7474 -0.5312
H -4.3701 -0.5772 1.1213
H -5.0824 -4.4081 -0.4538
H -5.9845 -2.9605 -0.8958
H -4.4475 -4.1152 -2.6150
H -4.2260 -2.3462 -2.5651
H -3.0651 -3.4773 -1.8273
H -2.3943 -2.4412 0.4828
H -3.1134 -3.9832 0.8970
H -4.1533 -2.4389 2.8827
H -2.8913 -1.4605 2.6115
H -2.5042 -3.1363 3.1021
C -1.8458 1.2870 5.7217
C -2.2626 -0.1814 5.6347
N -3.2947 -0.4775 6.6136
C -4.6097 0.1064 6.3870
C -5.6384 -0.2615 7.4503
C -3.2732 -1.8893 7.0171
C -3.7588 -2.8807 5.9698
H -2.6327 2.0095 5.9254
H -1.3126 1.6417 4.8399
H -1.1764 1.3646 6.5828
H -2.5318 -0.4557 4.6004
H -1.4240 -0.8617 5.7992
H -4.5221 1.1936 6.3939
H -5.0338 -0.1492 5.4055
H -6.0336 -1.2604 7.2524
H -5.3408 -0.0484 8.4733
H -6.5401 0.3315 7.2616
H -3.8225 -2.0257 7.9496
H -2.2318 -2.1020 7.2610
H -3.9851 -3.8929 6.3226
H -2.9766 -3.0783 5.2350
H -4.6794 -2.6282 5.4391
C 5.8963 2.0754 -5.8219
C 6.1838 1.0725 -4.7547
C 7.5459 0.4116 -4.9001
O 5.3935 0.7421 -3.9054
H 6.3841 2.9798 -5.4398
H 4.8395 2.2745 -5.9853
H 6.3524 1.8048 -6.7724
H 8.3349 1.1545 -5.0135
H 7.4936 -0.1612 -5.8275
H 7.7165 -0.2301 -4.0393
```

Summary:
- SMILES: CCOC(=O)C(F)(F)F.CCOC(=O)C(F)(F)F.CCOC(=O)C(F)(F)F.CCOC(=O)C(F)(F)F.CCOC(=O)C(F)(F)F.CCOC(=O)C(F)(F)F.CCN(CC)CC.CCN(CC)CC.CCN(CC)CC.CC(C)=O
- Energy above the lowest of the compared OMol25 structures with the same formula, charge and spin: 0.00 kJ/mol
- E: -4703.2188 a.u.
- Net charge: 0
- Largest force on an atom: 2.24 eV Å⁻¹

Löwdin population analysis, charges in e, atoms 1 to 99:
1 C -0.0484
2 C -0.1942
3 O 0.0390
4 C -0.4174
5 O 0.1818
6 C -0.5382
7 F 0.1632
8 F 0.1653
9 F 0.1643
10 H 0.0805
11 H 0.0835
12 H 0.0769
13 H 0.1213
14 H 0.1242
15 C -0.0554
16 C -0.1891
17 O 0.0505
18 C -0.3953
19 O 0.1582
20 C -0.5576
21 F 0.1789
22 F 0.1728
23 F 0.1650
24 H 0.0824
25 H 0.0831
26 H 0.0819
27 H 0.1153
28 H 0.1291
29 C -0.0511
30 C -0.1841
31 O 0.0160
32 C -0.3935
33 O 0.1719
34 C -0.5818
35 F 0.1883
36 F 0.1718
37 F 0.1859
38 H 0.0854
39 H 0.0814
40 H 0.0657
41 H 0.1191
42 H 0.1300
43 C -0.0500
44 C -0.1733
45 O 0.0331
46 C -0.4022
47 O 0.1590
48 C -0.5306
49 F 0.1590
50 F 0.1733
51 F 0.1644
52 H 0.0750
53 H 0.0682
54 H 0.0601
55 H 0.1259
56 H 0.1293
57 C -0.0511
58 C -0.1935
59 O 0.0120
60 C -0.3957
61 O 0.1804
62 C -0.5486
63 F 0.1691
64 F 0.1782
65 F 0.1623
66 H 0.0800
67 H 0.0787
68 H 0.0562
69 H 0.1230
70 H 0.0827
71 C -0.0542
72 C -0.1640
73 O 0.0429
74 C -0.4022
75 O 0.1518
76 C -0.5508
77 F 0.1659
78 F 0.1731
79 F 0.1941
80 H 0.0673
81 H 0.0672
82 H 0.0771
83 H 0.1219
84 H 0.1145
85 C -0.0801
86 C -0.2445
87 N -0.1587
88 C -0.2489
89 C -0.0650
90 C -0.2734
91 C -0.0936
92 H 0.0583
93 H 0.0719
94 H 0.0639
95 H 0.0988
96 H 0.1067
97 H 0.1015
98 H 0.0908
99 H 0.0421